10 unconnected molecules or ions with the total composition C32H62FIN2O13S5 at a distorted geometry. Source: the OMol25 dataset; level of theory: wB97M-V/def2-TZVPD.

Properties
Total charge: 0
LUMO energy in hartree: -0.0021
E_HOMO in eV: -7.78
Electronic energy in a.u.: -4731.954733
Energy above the lowest of the compared OMol25 structures with the same formula, charge and spin in kJ/mol: 524.9

Cartesian coordinates (Å):
C -1.124 5.587 -0.015
C 0.189 5.536 -0.676
O 0.788 6.454 -1.126
N 0.892 4.145 -0.633
H 1.828 4.364 -0.315
H 0.351 3.462 0.007
C 0.983 3.495 -1.970
H -1.395 6.537 0.221
H -1.176 5.154 0.928
H -2.048 5.695 -0.939
H 1.582 2.623 -1.759
H 1.349 4.331 -2.869
H 0.002 3.130 -2.112
C -1.997 -0.833 1.018
C -0.565 -1.030 0.861
O 0.146 -1.884 1.427
N 0.123 -0.118 -0.172
H -0.336 -0.249 -1.085
H -0.138 0.789 0.174
C 1.507 -0.366 -0.397
H -2.624 -0.927 0.007
H -2.506 -0.158 1.308
H -2.389 -1.769 1.562
H 1.513 -1.158 -1.187
H 2.064 -0.150 0.626
H 2.012 0.351 -1.076
I -1.157 -0.048 -3.236
O -0.255 2.362 0.875
H -0.395 2.406 1.809
F -7.303 -4.809 -0.686
C -6.018 -4.541 -0.956
C -5.578 -3.287 -0.959
C -4.284 -2.888 -1.407
C -3.396 -3.800 -1.861
C -3.800 -5.146 -1.874
C -5.110 -5.581 -1.357
H -6.476 -2.655 -0.785
H -3.955 -1.795 -1.600
H -2.503 -3.270 -2.213
H -3.145 -5.777 -2.248
H -5.455 -6.565 -1.394
C 5.144 -1.467 0.375
C 5.769 -2.579 1.260
C 6.402 -2.047 2.337
S 7.140 -0.546 1.769
O 8.479 -0.888 1.458
O 6.920 0.495 2.703
C 6.229 -0.315 0.299
H 4.426 -0.914 0.925
H 4.798 -1.806 -0.614
H 6.500 -3.274 0.673
H 4.956 -3.113 1.551
H 7.163 -2.738 2.692
H 5.773 -1.850 3.280
H 6.804 -0.817 -0.541
H 5.742 0.760 0.135
C -4.594 -3.809 2.758
C -5.731 -4.733 2.677
C -6.734 -4.302 3.668
S -6.715 -2.590 3.726
O -6.464 -2.189 5.078
O -7.760 -1.969 2.896
C -5.232 -2.413 2.805
H -3.883 -3.743 2.145
H -4.075 -3.805 3.805
H -5.292 -5.599 2.674
H -5.924 -4.535 1.574
H -6.440 -4.629 4.836
H -7.842 -4.598 3.306
H -4.600 -1.454 3.109
H -5.416 -2.161 1.760
C 4.239 -1.677 -5.529
C 5.554 -1.240 -4.866
C 5.280 -0.072 -4.170
S 3.586 0.003 -3.766
O 3.057 1.286 -3.749
O 3.307 -0.943 -2.758
C 3.158 -0.757 -5.292
H 3.985 -2.621 -4.889
H 4.219 -1.856 -6.693
H 6.552 -1.289 -5.631
H 5.673 -1.958 -4.056
H 5.548 0.599 -4.695
H 5.871 -0.220 -3.303
H 3.055 0.003 -6.006
H 2.177 -1.300 -5.288
C 4.797 2.968 3.499
C 3.672 1.929 3.520
C 2.760 2.175 2.525
S 3.640 3.027 1.157
O 2.931 4.242 0.988
O 3.981 2.184 0.063
C 5.118 3.297 2.059
H 5.827 2.656 3.754
H 4.362 3.927 4.030
H 3.331 1.842 4.675
H 4.207 0.993 3.325
H 1.951 2.871 2.888
H 2.272 1.214 2.006
H 5.434 4.297 2.089
H 5.895 2.823 1.829
C -3.659 2.843 -0.900
C -4.343 3.502 0.306
C -5.426 2.650 0.687
S -5.625 1.302 -0.448
O -6.988 0.992 -0.772
O -4.832 0.220 -0.052
C -4.758 2.116 -1.709
H -2.778 2.285 -0.653
H -3.179 3.605 -1.633
H -4.772 4.573 -0.079
H -3.386 3.735 1.104
H -6.200 3.109 0.331
H -5.497 2.380 1.681
H -5.581 2.883 -2.283
H -4.163 1.414 -2.330

---

10 unconnected molecules or ions with the total composition C32H62FIN2O13S5 at a distorted geometry. Source: the OMol25 dataset; level of theory: wB97M-V/def2-TZVPD.

Properties
Total charge: 0
LUMO energy in hartree: -0.0084
E_HOMO in eV: -7.93
Electronic energy in a.u.: -4732.090900
Energy above the lowest of the compared OMol25 structures with the same formula, charge and spin in kJ/mol: 167.4

Cartesian coordinates (Å):
C 0.740 -4.295 -5.426
C 0.174 -5.285 -4.359
O 0.343 -6.529 -4.505
N -0.730 -4.781 -3.245
H -1.042 -5.659 -2.682
H -0.004 -4.229 -2.510
C -1.853 -3.895 -3.612
H 1.414 -4.872 -6.215
H 1.015 -3.372 -4.969
H -0.089 -3.886 -5.989
H -1.636 -3.002 -4.116
H -2.255 -3.651 -2.716
H -2.615 -4.430 -4.238
C 3.028 -0.720 -1.456
C 1.805 -0.728 -0.347
O 2.088 -0.482 0.846
N 0.513 -0.976 -0.953
H 0.446 -0.414 -1.970
H 0.570 -1.977 -1.168
C -0.707 -0.856 -0.078
H 2.808 -1.299 -2.320
H 4.002 -1.113 -1.001
H 3.287 0.318 -1.674
H -1.655 -1.391 -0.540
H -1.006 0.106 0.128
H -0.701 -1.399 0.861
I -0.251 0.006 -4.367
O 0.853 -3.492 -1.443
H 1.740 -3.977 -1.136
F 4.564 2.638 -2.026
C 4.079 3.499 -2.858
C 2.699 3.313 -3.287
C 2.209 4.045 -4.439
C 2.887 5.134 -4.938
C 4.191 5.420 -4.426
C 4.733 4.538 -3.495
H 1.909 2.561 -3.066
H 1.270 3.735 -4.698
H 2.844 5.687 -5.647
H 4.747 6.264 -4.780
H 5.815 4.788 -3.093
C -4.963 -1.462 -1.410
C -6.099 -1.431 -0.380
C -5.822 -0.307 0.256
S -5.504 0.944 -0.988
O -4.439 1.786 -0.568
O -6.781 1.512 -1.315
C -5.069 -0.170 -2.158
H -5.149 -2.271 -2.166
H -3.997 -1.636 -1.011
H -6.190 -2.382 0.147
H -7.125 -1.409 -0.764
H -4.896 -0.356 0.995
H -6.560 -0.224 1.044
H -4.099 0.201 -2.539
H -5.609 -0.296 -3.033
C 0.259 5.789 -1.155
C -1.112 5.182 -1.058
C -1.117 3.831 -0.967
S 0.310 3.367 -0.023
O 0.955 2.176 -0.459
O -0.148 3.345 1.357
C 1.144 4.845 -0.259
H 0.334 6.737 -0.711
H 0.636 5.950 -2.011
H -1.872 5.531 -1.785
H -1.795 5.619 -0.349
H -1.185 3.293 -1.985
H -2.089 3.518 -0.280
H 2.206 4.648 -0.739
H 1.291 5.421 0.618
C -2.770 -4.781 0.313
C -3.773 -4.410 1.457
C -3.200 -3.502 2.427
S -1.561 -4.100 2.618
O -1.549 -4.969 3.830
O -0.605 -3.029 2.555
C -1.376 -5.018 1.123
H -2.870 -3.919 -0.375
H -3.183 -5.703 -0.282
H -4.370 -5.228 1.939
H -4.517 -3.745 0.993
H -3.857 -3.115 3.273
H -3.023 -2.704 1.855
H -1.425 -6.164 1.347
H -0.396 -4.789 0.465
C -0.427 2.189 4.476
C 0.109 0.815 4.907
C -0.374 -0.177 3.984
S -2.058 0.328 3.744
O -2.743 -0.480 4.782
O -2.459 0.216 2.360
C -1.823 1.984 4.269
H 0.130 2.464 3.650
H -0.461 2.874 5.296
H -0.376 0.469 5.869
H 1.229 0.787 4.952
H -0.098 -1.188 4.453
H 0.274 -0.158 3.001
H -2.348 2.123 5.061
H -2.150 2.636 3.487
C 5.690 0.762 2.290
C 4.651 0.118 3.231
C 5.235 -0.006 4.537
S 6.117 1.549 4.699
O 7.339 1.322 5.359
O 5.075 2.379 5.217
C 6.328 1.905 2.973
H 5.235 1.107 1.351
H 6.553 0.197 1.950
H 4.247 -0.911 2.881
H 3.872 0.754 3.152
H 5.901 -0.872 4.749
H 4.533 -0.065 5.545
H 7.579 2.041 2.897
H 5.899 2.892 3.001

---

> E_HOMO of number 2 (C32H62FIN2O13S5)?

-7.93 eV